Entry 1:
The following is a quantum chemistry calculation of a structure of composition C38H33Cl2N4O2PSSe2W at a distorted geometry, from OMol25.

Structure (XYZ):
```
84
C38H33Cl2N4O2PSSe2W the ωB97M-V functional and the def2-TZVPD basis
W -0.343 -0.675 1.059
N -1.153 -2.569 4.897
C -0.666 -2.221 3.716
O -1.207 -1.317 3.048
C 0.537 -2.902 3.147
C 0.539 -2.648 1.629
H -1.965 -2.090 5.259
H -0.730 -3.283 5.465
H 0.544 -3.965 3.401
H 1.427 -2.465 3.606
H -0.043 -3.453 1.164
H 1.571 -2.790 1.290
Cl -1.211 1.468 -0.273
C -2.247 0.953 -1.562
C -3.028 1.883 -2.222
C -3.824 1.459 -3.272
C -3.834 0.126 -3.653
C -3.061 -0.797 -2.968
Cl -3.076 -2.459 -3.413
C -2.246 -0.394 -1.902
S -1.183 -1.570 -1.151
H -3.003 2.920 -1.921
H -4.438 2.182 -3.789
H -4.439 -0.205 -4.485
O 0.811 0.073 3.519
N 1.328 -0.047 2.225
C 2.603 0.143 2.180
C 3.526 0.079 1.086
C 4.877 0.283 1.423
C 5.866 0.268 0.466
C 5.531 0.048 -0.863
C 4.207 -0.165 -1.210
C 3.194 -0.157 -0.257
P 1.471 -0.424 -0.820
C 1.258 1.020 -1.923
C 1.856 2.235 -1.596
C 1.634 3.357 -2.377
C 0.817 3.278 -3.496
C 0.241 2.064 -3.840
C 0.447 0.942 -3.055
C 1.713 -1.780 -2.040
C 1.448 -3.095 -1.661
C 1.617 -4.137 -2.555
C 2.046 -3.882 -3.849
C 2.321 -2.580 -4.232
C 2.156 -1.532 -3.340
H 1.519 0.331 4.133
H 3.082 0.387 3.129
H 5.141 0.451 2.460
H 6.896 0.428 0.750
H 6.299 0.038 -1.624
H 3.960 -0.354 -2.242
H 2.522 2.296 -0.743
H 2.108 4.292 -2.114
H 0.649 4.153 -4.107
H -0.370 1.983 -4.729
H -0.005 0.001 -3.336
H 1.084 -3.304 -0.668
H 1.402 -5.150 -2.246
H 2.157 -4.696 -4.550
H 2.650 -2.374 -5.241
H 2.353 -0.525 -3.679
Se -3.906 1.728 1.725
Se -2.822 1.632 3.733
C -1.568 3.061 3.428
C -1.463 4.096 4.348
C -0.627 5.158 4.044
C 0.066 5.133 2.841
C -0.079 4.035 2.014
N -0.869 3.000 2.302
C -3.798 -0.078 1.007
C -5.026 -0.499 0.486
C -5.237 -1.825 0.193
C -4.228 -2.727 0.489
C -3.023 -2.249 0.928
N -2.745 -0.938 1.124
H -2.038 4.063 5.263
H -0.537 5.995 4.721
H 0.703 5.955 2.552
H 0.453 3.970 1.072
H -5.810 0.237 0.371
H -6.188 -2.159 -0.199
H -4.376 -3.790 0.371
H -2.214 -2.937 1.140
```

Results
ΔE to the lowest compared entry with this formula, charge and spin	36.3	kcal/mol
E	-8366.70574	Ha
charge	+2
spin multiplicity	3
orbital gap (spin up / spin down)	6.7659 / 6.0195	eV

These are the Löwdin partial charges, in e, on atoms 1 to 2: atom 1 (W): 1.25, atom 2 (N): 0.24

---

Entry 2:
The following is a quantum chemistry calculation of a structure of composition C38H33Cl2P2SiTc at a distorted geometry, from OMol25.

Structure (XYZ):
```
77
C38H33Cl2P2SiTc the ωB97M-V functional and the def2-TZVPD basis
Tc 0.138 1.914 0.439
C 1.053 1.442 3.944
Si 0.172 0.471 2.560
C 1.097 -1.114 2.017
C 1.164 -2.195 2.890
C 1.923 -3.310 2.569
C 2.672 -3.326 1.403
C 2.638 -2.246 0.536
C 1.807 -1.166 0.810
P 1.745 0.283 -0.285
C 3.500 0.780 -0.228
C 4.258 1.063 -1.363
C 5.611 1.332 -1.227
C 6.208 1.318 0.027
C 5.448 1.056 1.162
C 4.098 0.796 1.036
C 1.469 -0.185 -2.023
C 1.132 0.860 -2.888
C 1.073 0.639 -4.250
C 1.374 -0.615 -4.764
C 1.682 -1.659 -3.907
C 1.696 -1.456 -2.536
C -1.694 0.160 2.816
C -2.222 -0.116 4.072
C -3.569 -0.411 4.213
C -4.397 -0.450 3.105
C -3.892 -0.174 1.843
C -2.544 0.132 1.700
P -1.793 0.485 0.063
C -3.225 1.062 -0.895
C -4.108 0.115 -1.428
C -5.268 0.527 -2.055
C -5.568 1.878 -2.144
C -4.697 2.823 -1.616
C -3.528 2.418 -0.992
C -1.474 -1.151 -0.670
C -1.342 -2.304 0.099
C -1.182 -3.529 -0.529
C -1.127 -3.607 -1.914
C -1.246 -2.457 -2.681
C -1.414 -1.231 -2.064
H 1.301 0.777 4.769
H 0.415 2.223 4.351
H 1.988 1.894 3.623
H 0.623 -2.157 3.825
H 1.955 -4.146 3.250
H 3.297 -4.175 1.172
H 3.282 -2.237 -0.332
H 3.813 1.038 -2.348
H 6.200 1.538 -2.110
H 7.268 1.498 0.123
H 5.907 1.042 2.141
H 3.508 0.560 1.913
H 0.940 1.853 -2.490
H 0.818 1.450 -4.916
H 1.355 -0.774 -5.830
H 1.924 -2.630 -4.303
H 1.884 -2.284 -1.872
H -1.580 -0.116 4.938
H -3.970 -0.611 5.192
H -5.442 -0.698 3.212
H -4.557 -0.204 0.993
H -3.886 -0.939 -1.350
H -5.944 -0.206 -2.468
H -6.476 2.197 -2.631
H -4.934 3.873 -1.698
H -2.853 3.159 -0.587
H -1.414 -2.256 1.175
H -1.124 -4.428 0.064
H -0.997 -4.564 -2.395
H -1.215 -2.513 -3.758
H -1.537 -0.339 -2.663
Cl -1.002 3.818 1.265
C 0.368 4.852 0.839
Cl 1.628 3.709 0.361
H 0.690 5.443 1.700
H 0.098 5.497 -0.001
```

Results
ΔE to the lowest compared entry with this formula, charge and spin	15.8	kcal/mol
E	-3440.23847	Ha
charge	+3
spin multiplicity	4
orbital gap (spin up / spin down)	7.0954 / 3.2087	eV

These are the Löwdin partial charges, in e, on atoms 1 to 2: atom 1 (Tc): 0.43, atom 2 (C): -0.17

---

Entry 3:
The following is a quantum chemistry calculation of a structure of composition C38H33Cu2F23N2O44S4 at a distorted geometry, from OMol25.

Structure (XYZ):
```
146
C38H33Cu2F23N2O44S4 the ωB97M-V functional and the def2-TZVPD basis
Cu 0.766 -2.274 0.473
Cu 0.563 2.271 0.499
C -1.456 5.673 1.933
F -0.690 5.313 2.914
F -2.620 5.146 2.173
F -1.585 6.971 1.828
S -0.810 4.943 0.317
O -1.665 3.752 0.137
O -0.895 5.914 -0.806
N 0.764 4.318 0.763
S 1.673 5.555 0.554
O 2.399 5.657 -0.663
O 1.193 6.853 1.070
C 3.110 5.165 1.825
F 2.686 5.081 3.133
F 3.893 4.218 1.376
F 3.926 6.136 1.815
C 4.624 -4.272 -0.779
F 4.441 -5.569 -0.925
F 5.956 -4.107 -0.708
F 4.119 -3.735 -1.891
S 3.804 -3.579 0.932
O 4.551 -4.293 1.966
O 3.957 -2.147 0.811
N 2.132 -3.916 0.734
S 1.918 -5.354 1.446
O 3.057 -6.300 1.351
O 1.079 -5.321 2.665
C 0.655 -6.163 0.120
F 1.411 -6.446 -0.951
F 0.079 -7.231 0.660
F -0.322 -5.302 -0.147
C -0.475 -0.014 -0.177
O 0.488 0.044 0.553
O -0.847 -1.171 -0.358
O -0.902 1.055 -0.581
C -3.707 -1.901 -0.979
C -3.199 -2.986 -1.916
O -4.350 -3.435 -2.537
C -5.332 -2.492 -2.460
O -6.461 -2.609 -2.981
O -4.954 -1.558 -1.534
F -2.635 -3.877 -1.103
H -3.060 -1.023 -0.965
H -3.921 -2.337 -0.004
H -2.455 -2.614 -2.620
C 3.535 1.506 5.509
C 4.563 2.238 4.711
O 4.086 1.938 3.391
C 2.749 1.823 3.395
O 2.072 1.820 2.403
O 2.371 1.563 4.657
F 5.695 1.610 4.997
H 3.536 1.788 6.562
H 3.840 0.460 5.474
H 4.761 3.307 4.795
C 5.319 0.208 -0.834
C 5.850 1.675 -0.834
O 4.793 2.433 -0.348
C 3.623 1.642 -0.465
O 2.494 2.060 -0.582
O 4.014 0.421 -0.438
F 5.964 1.989 -2.102
H 5.854 -0.378 -0.085
H 5.403 -0.297 -1.796
H 6.765 1.887 -0.281
C -3.765 2.302 4.389
C -2.843 1.674 5.411
O -1.782 1.237 4.601
C -1.758 2.026 3.473
O -0.944 1.908 2.552
O -2.858 2.823 3.480
F -3.411 0.664 5.978
H -4.406 3.096 4.771
H -4.361 1.525 3.910
H -2.463 2.304 6.215
C -3.166 -4.432 -6.565
C -2.504 -5.757 -6.136
O -1.566 -5.262 -5.192
C -1.418 -3.918 -5.250
O -0.852 -3.243 -4.349
O -2.196 -3.414 -6.297
F -1.857 -6.265 -7.223
H -4.096 -4.336 -6.005
H -3.327 -4.473 -7.643
H -3.151 -6.525 -5.712
C 1.489 5.400 -4.924
C 2.721 5.341 -4.151
O 2.524 4.333 -3.241
C 1.202 4.084 -3.082
O 0.728 3.308 -2.357
O 0.543 4.870 -3.943
F 2.848 6.520 -3.485
H 1.486 4.667 -5.731
H 1.201 6.369 -5.331
H 3.635 5.268 -4.741
C -3.278 -4.439 3.746
C -3.415 -2.906 3.731
O -2.578 -2.442 2.752
C -1.729 -3.474 2.409
O -0.899 -3.429 1.507
O -2.130 -4.653 3.006
F -3.072 -2.321 4.871
H -4.167 -5.007 3.472
H -3.107 -4.712 4.787
H -4.445 -2.680 3.456
C -3.876 1.621 0.196
C -4.642 2.889 0.013
O -5.618 2.711 1.040
C -5.699 1.424 1.434
O -6.462 1.111 2.338
O -4.845 0.754 0.859
F -5.206 3.073 -1.184
H -3.011 1.834 0.824
H -3.524 1.282 -0.778
H -3.956 3.695 0.274
C 2.223 -1.595 -5.070
C 2.510 -0.227 -4.491
O 2.421 -0.465 -3.118
C 2.122 -1.701 -2.788
O 1.974 -2.095 -1.624
O 1.936 -2.424 -3.936
F 1.496 0.569 -4.881
H 3.055 -1.914 -5.698
H 1.357 -1.542 -5.730
H 3.483 0.142 -4.816
C 0.178 -1.668 6.201
C 1.688 -1.722 6.386
O 1.996 -1.298 5.085
C 1.073 -1.666 4.191
O 1.080 -1.560 2.908
O -0.009 -2.023 4.843
F 2.166 -2.927 6.680
H -0.303 -0.729 6.475
H -0.148 -2.468 6.864
H 1.877 -1.051 7.224
C -1.551 1.697 -3.776
C -2.755 0.787 -3.562
O -2.633 -0.135 -4.590
C -1.757 0.405 -5.499
O -1.430 -0.079 -6.601
O -1.381 1.553 -5.098
F -3.826 1.554 -3.746
H -0.663 1.332 -3.260
H -1.607 2.676 -3.302
H -2.759 0.409 -2.540
```

Results
E	-12058.42183	Ha
spin multiplicity	3
orbital gap (spin up / spin down)	9.8031 / 6.4850	eV

These are the Löwdin partial charges, in e, on atoms 1 to 2: atom 1 (Cu): 0.83, atom 2 (Cu): 0.73

---

Entry 4:
The following is a quantum chemistry calculation of the ion C38H33F2N2S with charge +1 at a distorted geometry, from OMol25.

Structure (XYZ):
```
76
C38H33F2N2S the ωB97M-V functional and the def2-TZVPD basis
C -5.670 -2.867 -2.168
C -4.405 -2.259 -1.656
C -3.177 -2.905 -1.768
F -3.161 -4.151 -2.330
C -1.980 -2.376 -1.280
C -2.000 -1.197 -0.537
C -0.728 -0.660 0.182
C -0.082 -1.769 1.032
C -0.972 -2.701 1.574
C -0.556 -3.638 2.502
F -1.488 -4.491 3.024
C 0.743 -3.703 2.979
C 1.131 -4.683 4.021
C 1.634 -2.773 2.446
C 1.239 -1.833 1.508
C -3.242 -0.585 -0.320
C -4.396 -1.061 -0.951
H -6.448 -2.095 -2.204
H -5.551 -3.284 -3.176
H -6.055 -3.667 -1.516
H -1.056 -2.936 -1.418
H -1.127 0.044 0.931
H -2.018 -2.718 1.269
H 2.138 -4.442 4.372
H 0.442 -4.655 4.868
H 1.143 -5.701 3.626
H 2.658 -2.747 2.822
H 2.004 -1.119 1.208
H -3.332 0.277 0.349
H -5.323 -0.488 -0.881
C 5.614 2.847 1.789
C 4.519 3.680 2.056
C 3.232 3.271 1.703
C 3.026 2.041 1.061
C 1.566 1.671 0.737
C 0.796 1.369 2.021
C -0.547 1.768 2.145
C -1.318 1.268 3.197
C -0.726 0.487 4.189
C 0.654 0.297 4.185
C 1.425 0.772 3.120
C 1.463 0.590 -0.370
C 2.206 1.106 -1.593
C 1.547 0.876 -2.931
N 0.131 1.216 -2.781
C -0.649 1.784 -3.807
C -1.978 1.926 -3.428
C -2.897 2.425 -4.351
C -2.426 2.815 -5.620
C -1.059 2.747 -5.949
C -0.152 2.225 -5.022
S -2.146 1.507 -1.720
C -0.562 0.848 -1.691
N 0.071 0.121 -0.700
C 4.118 1.203 0.807
C 5.408 1.611 1.175
H 6.624 3.160 2.062
H 4.664 4.645 2.545
H 2.371 3.910 1.927
H 1.095 2.569 0.301
H -0.979 2.433 1.386
H -2.386 1.489 3.225
H -1.329 0.039 4.978
H 1.151 -0.235 5.004
H 2.518 0.666 3.144
H 1.989 -0.303 -0.048
H 2.356 2.186 -1.478
H 3.199 0.642 -1.601
H 1.978 1.544 -3.680
H 1.652 -0.170 -3.247
H -3.947 2.498 -4.067
H -3.120 3.197 -6.361
H -0.684 3.095 -6.908
H 0.930 2.179 -5.207
H 3.992 0.230 0.323
H 6.246 0.942 0.972
```

Results
E	-2175.05608	Ha
charge	+1
orbital gap	8.1139	eV

These are the Löwdin partial charges, in e, on atoms 1 to 2: atom 1 (C): -0.03, atom 2 (C): -0.20

---

Entry 5:
The following is a quantum chemistry calculation of a structure of composition C38H33GeN8PbS3Se4, from OMol25.

Structure (XYZ):
```
88
C38H33GeN8PbS3Se4 the ωB97M-V functional and the def2-TZVPD basis
Pb 2.235 -2.918 0.810
N 0.016 -4.009 -2.531
C -0.811 -4.265 -1.482
N -0.615 -3.815 -0.280
C -1.638 -4.191 0.566
C -2.624 -4.928 -0.003
S -2.285 -5.173 -1.678
C -1.568 -3.824 1.988
C -2.601 -3.872 2.863
S -2.047 -3.467 4.448
C -0.442 -3.250 3.798
N -0.350 -3.455 2.519
N 0.585 -2.835 4.577
H 0.979 -3.784 -2.290
H -0.064 -4.611 -3.333
H -3.485 -5.373 0.465
H -3.632 -4.114 2.673
H 0.524 -2.964 5.571
H 1.521 -2.819 4.171
Se 3.059 -5.519 -0.174
Se 4.438 -4.936 -1.967
Se 3.484 -2.927 -2.660
Se 4.015 -1.523 -0.874
S 3.711 -2.338 3.183
C 3.381 -0.628 3.293
N 4.293 0.252 3.443
N 3.773 1.574 3.526
C 3.443 2.237 2.320
C 3.146 3.602 2.387
C 2.842 4.308 1.236
C 2.805 3.666 0.002
C 3.073 2.307 -0.060
C 3.392 1.595 1.090
N 2.002 -0.220 3.353
N 1.351 -0.467 2.339
C -0.046 -0.167 2.436
C -0.667 0.026 3.667
C -2.036 0.196 3.730
C -2.783 0.172 2.557
C -2.155 0.000 1.337
C -0.772 -0.168 1.243
H 4.451 2.118 4.039
H 3.159 4.098 3.351
H 2.621 5.367 1.304
H 2.553 4.214 -0.897
H 3.047 1.781 -1.007
H 3.619 0.541 1.022
H -0.057 0.013 4.559
H -2.523 0.331 4.687
H -3.859 0.295 2.593
H -2.752 0.016 0.431
H -0.249 -1.341 -0.466
C -0.099 -0.323 -0.091
Ge -0.765 0.904 -1.470
C 0.693 1.425 -2.651
C 0.916 2.757 -2.995
C 1.996 3.109 -3.795
C 2.871 2.131 -4.249
C 2.658 0.800 -3.915
C 1.571 0.452 -3.127
C -1.506 2.505 -0.634
C -2.743 3.033 -0.994
C -3.246 4.161 -0.357
C -2.515 4.770 0.653
C -1.281 4.252 1.024
C -0.783 3.125 0.386
C -2.137 0.020 -2.551
C -2.743 -1.173 -2.158
C -3.728 -1.763 -2.939
C -4.121 -1.168 -4.130
C -3.518 0.013 -4.542
C -2.533 0.597 -3.759
H 0.978 -0.168 -0.012
H 0.252 3.529 -2.620
H 2.165 4.148 -4.050
H 3.725 2.406 -4.855
H 3.349 0.034 -4.246
H 1.426 -0.590 -2.860
H -3.325 2.556 -1.776
H -4.210 4.561 -0.646
H -2.908 5.647 1.153
H -0.705 4.718 1.814
H 0.180 2.728 0.692
H -2.439 -1.666 -1.239
H -4.180 -2.694 -2.620
H -4.889 -1.628 -4.739
H -3.811 0.475 -5.477
H -2.053 1.509 -4.100
```

Results
ΔE to the lowest compared entry with this formula, charge and spin	1.1	kcal/mol
E	-14976.15709	Ha
charge	-1
orbital gap	6.3545	eV

These are the Löwdin partial charges, in e, on atoms 1 to 2: atom 1 (Pb): 0.59, atom 2 (N): 0.11